Density functional theory data (ωB97M-V/def2-TZVPD) for a molecular structure, C48H45IN7O3SeTeTi in a non-equilibrium geometry.

The charge is +2. The calculation puts the LUMO energy (alpha / beta) at -5.080 / -4.948 eV. The spin multiplicity is 2. The value obtained for the energy above the lowest of the compared OMol25 structures with the same formula, charge and spin is 2.000 eV. As for the HOMO-LUMO gap (alpha / beta): 6.872 / 7.004 eV. For the max |F|, the calculation gives 0.057 Eh/bohr. As for the HOMO energy (alpha / beta): -11.951 / -11.951 eV. The total energy is -170924.9676 eV.

```
107
Properties=species:S:1:pos:R:3:forces:R:3
Ti 6.079731 -26.472465 -5.491181 0.52 1.09 0.17
C 2.162091 -28.031682 -5.549545 -1.26 0.03 -1.17
C 3.228517 -27.384765 -6.345447 0.99 0.06 -0.17
O 4.343204 -27.308739 -5.753393 0.13 0.15 -0.04
N 3.116171 -26.966664 -7.609776 -1.34 -0.86 1.48
C 4.196077 -26.316411 -8.306634 0.83 0.35 -0.43
C 4.488008 -24.895475 -7.912142 -1.10 0.69 -0.78
C 4.048482 -23.869533 -8.783556 0.48 -0.06 0.51
C 4.349005 -22.537239 -8.405179 -0.26 -0.86 0.34
C 4.994493 -22.373120 -7.185883 0.82 1.02 -0.45
C 5.388828 -23.453996 -6.426602 -0.29 1.58 0.74
N 5.130718 -24.685823 -6.743172 -0.13 -1.95 -0.69
H 2.518389 -29.000322 -5.192649 -0.08 0.18 0.02
H 1.250310 -28.131423 -6.151329 0.15 -0.34 0.12
H 1.867536 -27.391489 -4.728043 0.32 0.16 0.38
H 2.206914 -27.177239 -8.030080 0.65 0.44 -0.16
H 4.081060 -26.356640 -9.374544 -0.63 -0.06 -0.40
H 5.116547 -26.858637 -8.193726 0.30 -0.70 0.44
H 3.543971 -24.151311 -9.744131 0.56 0.46 1.10
H 4.073499 -21.667164 -8.994990 0.03 -0.27 -0.07
H 5.385594 -21.410716 -6.825256 -0.68 -0.25 -0.37
H 5.830232 -23.234499 -5.466911 0.31 -0.26 0.05
C 7.887071 -31.099014 -9.745737 -1.88 0.19 -0.19
C 7.723639 -29.859295 -8.917167 -0.69 0.51 -0.70
C 7.467412 -28.607930 -9.518658 0.46 0.13 0.32
C 7.471823 -27.438953 -8.758438 -0.34 0.07 -0.81
C 7.345012 -26.073712 -9.432352 0.69 0.03 0.83
O 6.475266 -25.885175 -10.255847 0.20 -0.01 0.28
C 8.323540 -24.973088 -9.021947 0.27 -0.71 -0.82
C 9.697200 -25.177728 -8.884722 0.13 0.94 -0.29
C 10.622555 -24.103548 -8.914657 -1.56 -0.77 0.43
C 10.125287 -22.811033 -8.921206 -1.33 -0.01 0.14
C 8.722581 -22.597403 -8.940451 0.41 0.61 -0.60
C 7.872689 -23.674194 -9.081808 -1.41 0.64 0.10
C 7.499082 -27.539611 -7.378186 0.61 -0.39 0.95
O 7.528224 -26.419003 -6.610272 -0.51 0.13 -0.13
C 7.615221 -28.813061 -6.745042 0.39 1.34 -0.21
C 7.815486 -29.918123 -7.542153 0.14 -0.43 -0.39
C 7.894330 -28.832087 -5.313705 -1.40 1.73 1.93
N 7.225179 -28.014307 -4.504745 1.10 -0.95 -1.28
C 7.670713 -27.903189 -3.090544 -1.68 -0.18 0.01
C 7.053253 -29.017476 -2.235904 0.84 0.34 0.48
Te 4.982178 -29.443189 -2.526791 -0.02 -0.23 0.07
C 5.381043 -31.227753 -3.612167 0.10 0.34 -0.13
C 5.154926 -31.278765 -4.996267 -0.44 0.38 0.70
C 5.478985 -32.433278 -5.704511 0.40 1.15 0.17
C 6.153714 -33.435483 -5.021834 -0.29 -1.17 -2.08
C 6.470020 -33.326175 -3.697809 0.42 -2.05 1.41
C 6.019240 -32.276903 -2.940969 -0.21 1.33 -0.60
C 9.062655 -29.573098 -4.818557 0.67 -1.52 -0.59
C 10.302312 -28.911551 -4.949289 0.27 -1.36 0.42
C 11.482605 -29.579868 -4.588811 -1.13 -0.31 0.75
C 11.347114 -30.886741 -4.068527 1.08 1.95 -0.27
C 10.141381 -31.524111 -3.943210 -0.40 -0.43 -1.01
C 8.977165 -30.936743 -4.427160 0.69 1.77 0.22
H 6.997467 -31.285681 -10.413047 0.83 0.29 0.65
H 7.990596 -31.956034 -9.107447 0.20 -0.47 0.19
H 8.731250 -30.988510 -10.367775 1.06 -0.11 -0.80
H 7.362229 -28.477341 -10.594967 0.06 -0.31 0.13
H 10.081123 -26.161908 -8.841317 0.35 -1.00 -0.02
H 11.665937 -24.351779 -8.897395 0.34 0.21 0.00
H 10.749543 -21.945453 -8.909395 0.53 0.28 -0.02
H 8.284136 -21.572981 -9.013405 0.66 -0.92 0.23
H 6.788977 -23.528843 -9.239706 0.72 0.09 0.05
H 8.109924 -30.852009 -7.096352 -0.14 -0.27 0.26
H 8.732766 -27.958945 -3.052785 0.89 0.00 0.18
H 7.340441 -26.941212 -2.705605 0.14 0.04 -0.17
H 7.265603 -28.880737 -1.160417 -0.29 0.32 -0.48
H 7.623416 -29.892876 -2.482388 -0.18 -0.85 -0.16
H 4.676624 -30.394667 -5.446051 0.33 -0.58 -0.09
H 5.341457 -32.416612 -6.782558 -0.16 -0.48 0.18
H 6.364577 -34.361570 -5.595410 0.20 0.69 0.61
H 6.985281 -34.178306 -3.193109 -0.39 0.83 -0.50
H 6.223046 -32.181644 -1.892235 0.04 -0.19 0.35
H 10.315686 -27.934725 -5.371372 0.07 0.77 -0.12
H 12.476350 -29.110834 -4.542035 -0.66 -0.13 -0.45
H 12.293855 -31.275275 -3.764380 0.15 -0.91 0.35
H 10.119947 -32.549920 -3.644630 -0.05 -0.45 0.38
H 8.047299 -31.479811 -4.465738 -0.17 0.06 0.09
C 2.258742 -20.516973 -3.509090 -1.01 -1.08 0.14
N 1.511815 -21.156259 -4.582460 0.14 -1.86 0.01
C 1.584974 -22.502846 -4.848971 0.61 1.01 -0.39
Se 2.720373 -23.731074 -4.085888 -0.07 -0.11 -0.02
N 0.755081 -22.760355 -5.889614 0.50 0.61 1.31
C 0.022306 -21.619864 -6.166099 -0.70 -0.02 -1.35
C -0.988704 -21.371880 -7.078188 0.16 0.76 0.46
C -1.517836 -20.082887 -7.067074 -0.09 -0.15 -0.38
C -1.029697 -19.091698 -6.213994 0.25 -0.26 0.51
C -0.011097 -19.355717 -5.285379 -1.42 -0.08 -1.89
C 0.503655 -20.605716 -5.359282 0.70 -0.98 0.85
H 3.034818 -21.241946 -3.283367 0.26 0.31 0.33
H 1.572932 -20.416694 -2.653783 0.48 0.25 -0.11
H 2.653682 -19.581847 -3.842225 0.23 0.60 -0.10
H 0.644244 -23.705445 -6.178142 -0.37 -0.34 -0.40
H -1.338918 -22.093351 -7.779230 -0.25 -0.52 -0.23
H -2.341732 -19.869772 -7.755650 0.40 0.11 0.29
H -1.462690 -18.117903 -6.261571 -0.27 0.48 0.07
H 0.347573 -18.695512 -4.561168 0.37 1.27 0.77
I 7.378983 -21.932731 -1.150716 0.04 0.34 0.37
C 6.498421 -23.512950 -2.073442 -0.63 -0.84 -1.10
C 5.287364 -24.165149 -1.864619 0.66 -0.19 0.17
N 5.204500 -25.148786 -2.796798 0.26 0.76 0.38
N 6.232973 -25.106476 -3.663807 -0.19 -0.25 -0.31
C 7.018328 -24.127250 -3.228707 0.43 0.05 -0.06
H 4.559631 -23.986230 -1.083629 -0.06 -0.28 -0.29
H 4.482567 -25.812260 -2.985079 -0.65 -0.14 0.31
H 7.948581 -23.901882 -3.737172 -0.15 -0.02 0.03
```
Forces are in eV/Å.



Density functional theory data (ωB97M-V/def2-TZVPD) for 7 unconnected molecules or ions with the total composition C48H46BClF3N2O17P2.

The charge is +1. The calculation puts the LUMO energy at -3.925 eV. As for the HOMO-LUMO gap: 7.630 eV. For the max |F|, the calculation gives 0.018 Eh/bohr. As for the HOMO energy: -11.555 eV. The total energy is -128229.8346 eV.

```
120
Properties=species:S:1:pos:R:3:forces:R:3
C 6.360480 -0.189847 -1.615325 -0.02 0.03 0.21
C 4.940132 -0.740789 -1.413743 0.11 -0.25 0.22
P 3.895264 0.683823 -0.914663 0.12 0.24 -0.26
C 3.895789 0.564197 0.924431 -0.21 0.11 0.06
C 2.134655 0.155855 -1.267706 -0.43 -0.27 0.16
N 1.522612 -0.985064 -1.160876 0.63 0.19 -0.34
B 2.106118 -2.294232 -0.639854 0.17 -0.17 0.29
O 2.937393 -3.060662 -1.383884 -0.56 0.00 -0.06
O 1.695041 -2.620523 0.588396 -0.08 0.09 -0.26
C 1.801634 -3.967374 1.076304 0.15 -0.13 0.19
C 0.063277 -0.831746 -1.438294 -0.73 0.28 0.50
C -0.754358 -2.094254 -1.756248 0.33 -0.03 -0.38
O -2.056657 -1.934028 -1.210122 0.03 -0.01 0.13
C -2.279732 -2.362224 0.064287 0.20 -0.04 -0.15
F -1.128637 -2.503967 0.757115 -0.06 0.04 -0.01
F -2.888548 -3.543084 0.074237 -0.04 -0.03 -0.01
F -3.029257 -1.476030 0.682725 -0.24 0.01 0.09
C 0.018810 0.389180 -2.364032 0.46 -0.04 -0.10
P 0.317283 0.311704 -4.239215 -0.36 0.07 -0.07
N 0.661257 -1.370069 -4.424483 -0.06 0.04 0.07
O -1.205135 0.399015 -4.815548 0.14 -0.04 0.21
C 1.185088 1.216037 -1.774804 0.22 0.07 -0.15
C 0.794515 2.248865 -0.680610 0.11 -0.13 0.19
C 0.888024 3.652740 -1.235141 -0.20 -0.02 0.04
O -0.026806 4.311052 -1.595414 0.02 -0.03 0.00
Cl 2.540180 4.249511 -1.338153 0.15 0.04 -0.03
H 7.088109 -1.001261 -1.572040 -0.02 0.04 -0.16
H 6.450251 0.344115 -2.561040 0.00 -0.06 0.00
H 6.631856 0.513735 -0.821118 0.00 -0.05 -0.03
H 4.955958 -1.521508 -0.650651 -0.09 0.03 0.00
H 4.575875 -1.187362 -2.336693 0.07 0.11 -0.08
H 4.881103 0.204630 1.224846 -0.03 0.02 -0.02
H 3.124782 -0.090058 1.335041 0.10 -0.07 -0.02
H 3.787979 1.566766 1.337864 -0.01 -0.08 0.05
H 3.015449 -2.839099 -2.317303 0.27 0.05 0.00
H 1.600937 -4.684232 0.280291 0.01 0.05 0.01
H 2.799187 -4.147195 1.476949 -0.04 0.06 -0.04
H 1.065031 -4.077768 1.867912 0.02 0.03 -0.05
H -0.346623 -0.493540 -0.477132 0.05 -0.08 0.01
H -0.897993 -2.214508 -2.824435 -0.01 -0.01 -0.03
H -0.270012 -3.002745 -1.385909 -0.04 0.07 0.07
H -0.936184 0.906537 -2.249920 0.04 0.04 -0.04
H 1.304647 -1.749968 -3.742668 0.06 0.00 -0.04
H 1.019353 -1.572027 -5.351931 0.05 -0.03 0.06
H -1.837763 -0.206449 -4.407567 -0.08 -0.10 -0.14
H 1.749383 1.749432 -2.550528 -0.14 0.02 -0.02
H -0.233176 2.092267 -0.347750 0.04 -0.05 -0.01
H 1.454172 2.178232 0.187578 -0.03 0.04 -0.04
C -3.149862 6.243452 -1.449173 -0.03 -0.02 0.01
C -3.157210 4.956364 -1.115796 -0.01 0.03 0.01
C -4.421036 4.239588 -0.838663 0.10 0.00 0.02
O -4.395637 3.057803 -0.539186 -0.09 0.04 -0.06
C -5.691392 4.992430 -0.941809 -0.01 0.00 -0.01
C -5.687965 6.281017 -1.274745 0.00 -0.01 0.00
C -4.420320 7.009321 -1.553645 0.00 0.00 -0.01
O -4.424062 8.180287 -1.857809 0.00 0.00 0.01
H -2.239135 6.789674 -1.659513 -0.01 0.01 0.00
H -2.256073 4.364778 -1.032657 -0.01 0.06 -0.02
H -6.604928 4.441802 -0.751912 0.00 -0.01 -0.02
H -6.597746 6.860582 -1.365256 0.01 0.01 -0.01
C 7.022565 -2.427962 -4.996330 0.00 0.00 0.00
C 8.045547 -2.522061 -5.841110 -0.01 0.00 0.02
C 8.016166 -1.842131 -7.164337 0.01 0.00 -0.01
O 8.944295 -1.927488 -7.932914 -0.01 0.00 0.01
C 6.800913 -1.054265 -7.503009 -0.02 0.01 0.01
C 5.780251 -0.962718 -6.654809 0.00 0.01 0.00
C 5.815890 -1.641711 -5.340089 0.04 0.01 -0.03
O 4.881604 -1.552540 -4.561460 -0.14 -0.06 0.03
H 7.017918 -2.915015 -4.029143 -0.01 0.00 0.00
H 8.939886 -3.089561 -5.617808 0.01 0.00 -0.01
H 6.803717 -0.568254 -8.470201 0.01 -0.01 0.00
H 4.885816 -0.394510 -6.876624 0.00 0.00 0.01
C -8.424411 -0.354915 -3.704305 -0.01 0.01 0.01
C -8.856089 0.852701 -3.348950 0.00 -0.01 -0.01
C -7.944889 1.835893 -2.711231 0.01 0.01 0.01
O -8.330575 2.936600 -2.376804 -0.01 -0.01 0.01
C -6.536871 1.424428 -2.488239 0.03 -0.04 0.01
C -6.109184 0.215294 -2.837436 -0.01 0.01 -0.01
C -7.015713 -0.769516 -3.477597 0.01 0.00 0.00
O -6.618167 -1.867507 -3.803120 0.00 0.00 -0.01
H -9.066703 -1.091074 -4.170508 0.01 -0.01 0.00
H -9.877410 1.177222 -3.501971 0.00 0.01 0.00
H -5.891766 2.149296 -2.011114 -0.01 -0.01 0.03
H -5.089454 -0.111213 -2.674396 -0.01 -0.02 0.01
C 5.599798 1.462583 6.168667 -0.01 0.00 -0.02
C 5.275768 1.732423 4.907384 0.00 0.00 0.02
C 6.314812 1.854620 3.856469 0.04 0.06 0.00
O 6.017272 2.097471 2.702443 -0.03 -0.07 0.01
C 7.729249 1.672010 4.260563 0.01 -0.01 0.01
C 8.056757 1.402232 5.521286 0.00 0.00 -0.02
C 7.017840 1.272888 6.576414 0.00 0.00 0.00
O 7.310767 1.022032 7.722323 0.00 -0.01 -0.01
H 4.863143 1.369413 6.956433 0.01 0.00 0.01
H 4.251577 1.878662 4.587485 0.00 0.01 -0.01
H 8.466361 1.772929 3.474173 -0.01 0.01 -0.01
H 9.080991 1.264919 5.843508 0.00 0.00 0.01
C -5.161489 1.692962 2.347423 -0.04 0.03 0.02
C -6.345748 1.468656 2.911185 0.03 -0.01 -0.01
C -6.550400 0.338196 3.853127 0.00 0.00 0.00
O -7.628829 0.130727 4.363444 0.00 0.01 0.00
C -5.382441 -0.533586 4.139775 0.01 -0.02 0.03
C -4.197727 -0.308160 3.579808 0.00 0.06 -0.01
C -3.997275 0.823354 2.642459 0.02 -0.07 -0.02
O -2.915308 1.018506 2.123831 0.10 0.08 0.01
H -4.990004 2.497227 1.645132 0.02 -0.02 -0.01
H -7.214056 2.084165 2.712156 -0.01 0.00 0.01
H -5.556445 -1.358355 4.818847 -0.01 0.00 -0.03
H -3.338356 -0.938520 3.768387 -0.04 0.00 -0.04
C -3.566050 -4.657997 7.728308 -0.01 0.00 -0.01
C -4.048094 -4.303498 6.540099 0.00 -0.01 0.02
C -3.206341 -3.586148 5.552448 -0.03 -0.03 0.01
O -3.647505 -3.258209 4.469039 0.06 -0.02 0.02
C -1.806093 -3.278181 5.934655 0.01 -0.01 0.02
C -1.322251 -3.631208 7.121750 0.00 0.01 -0.03
C -2.164332 -4.351557 8.114064 0.00 0.00 0.01
O -1.720092 -4.673952 9.192003 0.00 0.00 -0.01
H -4.158599 -5.181533 8.467537 0.01 0.00 0.01
H -5.064759 -4.515994 6.234646 0.00 0.00 -0.01
H -1.214759 -2.752985 5.194688 -0.01 0.00 -0.01
H -0.306096 -3.418263 7.428535 0.00 -0.01 0.02
```
Forces are in eV/Å.